184
Properties=species:S:1:pos:R:3:forces:R:3:lowdin_charge:R:1 method="wB97M-V/def2-TZVPD" e_tot_ev=-161040.2619 orbital_gap_ev=8.7 de_lowest_kcal_mol=12.1 largest_force_ev_per_a=3.73
O -6.0654 -2.3560 1.5733 -0.378 -0.116 0.373 0.073
N -5.8818 -1.4455 0.7959 0.974 -0.347 -0.057 -0.355
O -6.2696 -1.4335 -0.3488 -0.470 0.182 -0.377 0.080
C -4.9674 -0.3725 1.2166 -0.143 0.753 0.790 -0.156
C -4.7540 0.6950 0.3600 0.260 -0.919 -0.093 0.009
C -3.7694 1.6069 0.7060 0.105 0.422 -0.746 -0.063
C -3.0969 1.5166 1.9018 0.174 -0.274 0.729 -0.084
C -3.4263 0.5216 2.8143 -0.254 -0.553 -0.068 -0.043
C -4.3669 -0.4422 2.4774 -0.021 -0.114 -0.676 -0.003
H -5.2560 0.6325 -0.5957 0.069 0.467 -0.048 0.121
H -3.4280 2.3495 -0.0071 -0.291 0.110 -0.012 0.110
H -2.2595 2.1593 2.1366 -0.201 0.275 -0.092 0.080
H -2.9179 0.4297 3.7619 -0.021 0.149 0.030 0.089
H -4.5907 -1.2975 3.0958 -0.056 0.130 0.233 0.113
O 6.1010 -1.4464 -2.2825 0.169 0.269 0.067 0.089
N 5.4025 -1.6456 -1.3124 -0.300 -0.750 -0.077 -0.346
O 4.1882 -1.7254 -1.3405 -0.027 0.324 -0.017 0.071
C 6.0474 -1.9174 -0.0233 0.252 -0.014 0.716 -0.145
C 7.4053 -1.6704 0.1340 -0.399 0.184 -0.219 0.001
C 7.9674 -1.8450 1.3894 0.339 -0.472 0.541 -0.063
C 7.2441 -2.4366 2.4224 -0.815 0.454 0.050 -0.057
C 5.8841 -2.6690 2.2493 -0.024 0.447 -0.161 -0.066
C 5.2789 -2.3603 1.0452 -0.365 -0.183 -0.052 -0.017
H 7.9458 -1.3179 -0.7334 0.180 0.131 0.181 0.119
H 8.9713 -1.5236 1.6337 0.160 -0.129 -0.451 0.107
H 7.6317 -2.6055 3.4182 0.431 0.074 -0.154 0.111
H 5.2327 -2.9334 3.0728 0.257 -0.320 0.115 0.099
H 4.2041 -2.4736 0.9961 0.045 0.042 -0.441 0.108
O 2.8557 6.6008 -5.4339 -0.065 0.242 -0.380 0.091
N 2.0971 5.9740 -4.7282 1.045 -0.154 0.227 -0.353
O 0.8939 5.9996 -4.7851 -0.712 -0.029 -0.164 0.077
C 2.7247 5.1544 -3.6892 0.677 -0.091 1.473 -0.138
C 1.9710 4.2520 -2.9786 -1.148 0.065 -0.117 -0.009
C 2.4619 3.6276 -1.8378 0.217 -0.122 -0.561 -0.064
C 3.7750 3.8528 -1.4663 0.510 -0.228 -0.427 -0.060
C 4.5960 4.6789 -2.2474 -0.624 -0.203 0.753 -0.052
C 4.0418 5.3887 -3.2854 0.207 0.131 -1.430 -0.004
H 0.9553 4.0940 -3.3268 0.013 -0.136 0.219 0.096
H 1.8456 2.9019 -1.3223 -0.071 0.143 0.167 0.089
H 4.2033 3.3100 -0.6352 -0.023 0.084 0.072 0.092
H 5.6437 4.7795 -2.0041 0.000 0.133 0.008 0.110
H 4.6593 6.0352 -3.8960 -0.073 0.152 0.134 0.120
O -5.2796 7.7929 -1.0952 0.099 0.063 -0.148 0.077
N -4.9150 6.9524 -0.2995 -0.214 0.051 0.154 -0.357
O -5.5869 6.5551 0.6329 0.143 0.001 0.009 0.079
C -3.5861 6.3553 -0.4846 0.539 -0.416 -0.094 -0.138
C -2.9143 6.5369 -1.6866 -0.033 -0.254 -0.097 0.006
C -1.7070 5.8727 -1.8942 -0.045 0.269 -0.363 -0.066
C -1.2090 5.0083 -0.9430 0.280 0.367 0.770 -0.072
C -1.8698 4.8728 0.2691 -0.331 -0.273 0.117 -0.088
C -3.0587 5.5482 0.5200 -0.075 -0.270 -0.234 0.014
H -3.3463 7.1200 -2.4871 -0.042 0.193 0.176 0.118
H -1.1516 6.0427 -2.8093 -0.113 -0.041 -0.079 0.099
H -0.2417 4.5265 -1.0223 -0.105 -0.113 -0.383 0.091
H -1.4590 4.1867 0.9990 -0.052 0.142 0.170 0.089
H -3.5930 5.3914 1.4463 -0.021 0.119 -0.002 0.123
O 0.6325 -4.7125 0.7600 -0.501 -0.228 1.153 0.065
N 0.9415 -5.1822 -0.3088 -0.098 0.694 -0.664 -0.339
O 1.6261 -4.5631 -1.0931 0.396 -0.420 -0.756 0.089
C 0.4071 -6.4898 -0.6962 -0.373 -0.933 -0.011 -0.139
C -0.5210 -7.1050 0.1311 -0.626 0.762 0.480 -0.006
C -1.0528 -8.3587 -0.1227 2.342 -0.329 -1.135 -0.054
C -0.5519 -9.0519 -1.2217 -0.279 0.340 0.423 -0.047
C 0.3087 -8.4151 -2.1002 0.438 -0.163 -0.207 -0.071
C 0.7998 -7.1307 -1.8603 0.275 -0.066 0.038 -0.016
H -0.9442 -6.5178 0.9404 0.469 -0.133 0.113 0.108
H -1.8030 -8.7264 0.5628 2.161 -0.764 -1.272 0.028
H -0.8440 -10.0862 -1.3489 -0.006 0.029 -0.333 0.110
H 0.6619 -8.9865 -2.9485 0.097 0.215 -0.157 0.105
H 1.5218 -6.6627 -2.5158 -0.040 -0.020 -0.039 0.117
O -3.7727 -7.5177 3.0325 0.260 -0.002 0.673 0.126
N -3.3296 -7.3757 1.9225 -1.139 0.422 0.105 -0.303
O -2.9368 -8.2818 1.2148 -3.314 0.345 1.678 0.019
C -3.3424 -6.0419 1.3368 -0.230 0.839 -0.111 -0.161
C -3.3062 -4.9324 2.1885 0.074 -0.647 0.007 0.012
C -3.2141 -3.6739 1.6447 0.868 0.486 -0.753 -0.047
C -3.0463 -3.5035 0.2535 -1.005 -0.243 1.565 -0.047
C -3.2104 -4.6047 -0.5441 0.627 -0.675 -1.179 -0.040
C -3.3593 -5.9030 -0.0393 0.480 0.690 0.361 0.010
H -3.2636 -5.1020 3.2551 -0.224 0.073 0.027 0.123
H -3.1156 -2.7978 2.2678 -0.079 -0.078 0.227 0.094
H -2.8755 -2.5094 -0.1327 -0.051 -0.168 -0.246 0.088
H -3.0499 -4.4880 -1.6113 -0.286 -0.009 -0.035 0.104
H -3.3191 -6.7613 -0.6909 -0.247 -0.036 -0.011 0.125
O -3.0862 2.2768 5.6801 0.016 0.603 -0.235 -0.330
S -1.9072 2.9688 5.1972 0.175 -1.264 0.982 0.675
O -1.9711 3.8262 4.0423 0.026 -0.055 -0.153 -0.325
C -1.1065 3.8427 6.5622 -0.247 -0.067 0.207 -0.209
C 0.3111 3.3190 6.5875 1.990 0.545 -0.621 -0.232
C 0.3628 1.8361 6.2133 -1.227 -0.220 0.462 -0.191
C -0.6334 1.6886 5.0466 1.315 0.533 -1.283 -0.228
H -1.6679 3.5695 7.4560 0.015 -0.094 -0.007 0.106
H -1.2075 4.9145 6.4082 0.093 -0.021 -0.142 0.107
H 0.9631 3.8301 5.8628 -0.665 0.160 -0.495 0.109
H 0.9238 3.5678 7.4586 -0.758 -0.329 0.594 0.120
H 0.0672 1.2360 7.0767 -0.056 -0.137 -0.096 0.118
H 1.3565 1.5138 5.9120 0.039 0.073 -0.006 0.109
H -1.0148 0.7103 4.7651 -0.427 -0.021 0.719 0.081
H -0.0722 1.9340 4.1361 -0.101 0.336 0.020 0.075
O 0.7426 -2.9616 -4.0308 -0.138 0.287 -0.266 -0.316
S -0.5705 -3.3810 -4.4489 0.275 -1.829 0.210 0.675
O -1.7089 -2.9987 -3.6218 0.281 0.131 -0.893 -0.348
C -0.8459 -3.1517 -6.2523 0.181 0.478 0.648 -0.204
C -0.8849 -4.5483 -6.8821 0.500 0.359 -0.110 -0.216
C -1.4801 -5.4672 -5.8271 -0.896 -0.229 -0.168 -0.229
C -0.6348 -5.2067 -4.5888 -0.235 0.297 -0.206 -0.223
H -0.0247 -2.5520 -6.6372 -0.127 0.240 0.116 0.105
H -1.7869 -2.6015 -6.2470 -0.058 -0.078 -0.542 0.099
H -1.3033 -4.5015 -7.8881 -0.726 -0.135 0.295 0.119
H 0.1278 -4.9007 -7.1056 0.174 0.220 0.346 0.118
H -1.4888 -6.5157 -6.1279 0.324 -0.004 0.059 0.118
H -2.5337 -5.2363 -5.6445 0.039 0.222 0.049 0.120
H 0.3552 -5.5996 -4.8198 0.197 0.197 0.534 0.107
H -1.0506 -5.5698 -3.6527 0.157 -0.163 0.012 0.093
O -0.1263 1.9835 0.6703 -0.449 0.351 -0.045 -0.335
S -0.0692 0.5659 0.9314 1.595 -0.988 -0.963 0.688
O -0.0141 0.1199 2.3051 -0.437 -0.155 0.157 -0.332
C -1.2871 -0.3652 -0.0885 0.489 0.340 -0.375 -0.187
C -0.4972 -1.4697 -0.7898 0.034 -0.082 0.416 -0.216
C 0.8854 -0.9450 -1.1189 0.549 0.907 0.398 -0.199
C 1.4185 -0.0845 0.0560 -0.787 -1.046 -0.174 -0.189
H -1.5934 0.3745 -0.8287 -0.193 0.084 0.128 0.085
H -2.1428 -0.7168 0.4805 0.093 0.255 0.284 0.072
H -0.4244 -2.3412 -0.1336 0.041 -0.040 -0.017 0.102
H -0.9494 -1.7847 -1.7285 -0.374 -0.038 0.159 0.091
H 0.8483 -0.2828 -1.9855 -0.016 -0.356 -0.287 0.116
H 1.5699 -1.7764 -1.2665 0.040 0.128 -0.430 0.092
H 2.0673 0.7184 -0.2799 -0.115 0.179 0.212 0.080
H 1.9581 -0.7766 0.7022 -0.055 0.390 0.477 0.086
O 1.6426 -2.0632 7.1378 0.579 -0.500 -0.452 -0.340
S 2.2094 -2.6830 5.9529 -0.689 0.308 -0.860 0.687
O 3.6345 -2.9050 5.7940 -0.318 -0.089 0.455 -0.332
C 1.2895 -4.1994 5.4681 0.770 1.079 -0.244 -0.196
C 1.4281 -4.2506 3.9332 -0.212 -0.100 0.253 -0.200
C 1.8318 -2.8584 3.3820 -0.135 0.079 -0.385 -0.219
C 1.6818 -1.8007 4.4495 0.075 -0.203 1.069 -0.228
H 0.2686 -3.9345 5.7344 -0.047 -0.363 0.276 0.099
H 1.6884 -5.0623 5.9913 -0.154 0.020 0.154 0.104
H 2.1983 -4.9373 3.5901 -0.108 -0.276 0.297 0.112
H 0.4730 -4.6214 3.5628 0.060 0.182 -0.337 0.099
H 1.2523 -2.5554 2.5100 0.023 -0.244 -0.086 0.096
H 2.8746 -2.9703 3.0886 0.028 0.424 -0.078 0.086
H 0.6519 -1.4848 4.6203 -0.057 -0.096 -0.113 0.097
H 2.2929 -0.9051 4.3537 0.147 -0.094 -0.136 0.097
C 4.3501 0.9711 2.2394 0.777 -0.670 0.653 -0.102
C 3.5048 2.0454 2.8887 -0.985 0.067 -0.663 -0.257
C 3.1794 3.2033 1.9483 0.588 1.529 1.237 -0.229
C 2.3224 4.2453 2.7098 -0.560 -0.348 -1.536 -0.209
C 1.9022 5.4106 1.8002 -0.358 0.306 0.068 -0.238
C 0.6452 6.1822 2.2588 0.494 0.436 0.580 -0.089
H 3.9545 0.6096 1.2901 -0.128 0.124 0.000 0.053
H 4.4777 0.1003 2.8935 -0.327 -0.046 -0.032 0.063
H 5.3934 1.2626 2.0814 -0.149 0.415 -0.223 0.079
H 2.5343 1.6483 3.2168 0.048 -0.337 -0.107 0.091
H 3.9194 2.4635 3.8086 0.434 -0.107 -0.128 0.114
H 2.6600 2.9932 1.0135 -0.006 -0.604 0.118 0.078
H 4.1195 3.7126 1.6985 0.052 -0.149 -0.280 0.114
H 1.3938 3.7009 2.9183 0.018 0.163 0.698 0.099
H 2.8387 4.6139 3.5950 -0.199 -0.184 0.236 0.116
H 2.6952 6.1593 1.7554 0.272 -0.280 -0.351 0.103
H 1.7171 5.0224 0.7950 0.207 -0.008 -0.038 0.085
H 0.9607 7.1815 2.5705 -0.143 -0.013 0.194 0.067
H -0.1085 6.3633 1.4972 0.044 -0.340 -0.125 0.047
H 0.1826 5.7092 3.1278 -0.189 -0.050 -0.135 0.061
C -1.3821 0.4687 -4.9481 -0.080 -0.441 1.394 -0.092
C -1.4955 1.4231 -3.7318 -1.208 -0.318 -1.112 -0.247
C -2.3483 2.6645 -4.0148 1.632 1.049 0.698 -0.204
C -1.7067 3.6064 -5.0549 0.183 -0.739 -0.266 -0.222
C -2.5856 4.7617 -5.5052 -0.530 -0.398 -0.357 -0.255
C -3.8640 4.3129 -6.2404 0.290 1.316 -0.094 -0.105
H -2.2674 0.4546 -5.5861 0.327 0.739 -0.451 0.082
H -1.4338 -0.5497 -4.5480 0.648 -0.030 -0.061 0.033
H -0.4055 0.6735 -5.3789 -0.332 -0.374 -0.875 0.078
H -2.0064 0.8601 -2.9472 0.371 0.164 0.343 0.087
H -0.4880 1.7358 -3.4555 -0.060 -0.100 0.419 0.097
H -2.2954 3.2231 -3.0711 -0.762 0.044 0.020 0.093
H -3.3744 2.4164 -4.2727 -0.040 -0.077 0.030 0.105
H -0.7380 4.0208 -4.7547 -0.170 -0.084 0.648 0.076
H -1.3869 2.9650 -5.8873 -0.435 0.261 -0.426 0.108
H -2.8871 5.3980 -4.6691 0.218 -0.104 0.187 0.090
H -2.0027 5.3854 -6.1857 -0.044 0.105 0.037 0.106
H -4.5376 3.6979 -5.6491 0.253 -0.453 -0.145 0.061
H -4.4518 5.2114 -6.4570 0.011 -0.018 -0.067 0.068
H -3.5792 3.9188 -7.2156 -0.291 -0.566 0.131 0.073